Entry from the OMol25 dataset: a single C4H11BS3 molecule in a non-equilibrium geometry (the ωB97M-V functional and the def2-TZVPD basis).

Its LUMO energy is 0.5 eV. As for the highest occupied orbital energy: -8.70 eV. The energy above the lowest of the compared OMol25 structures with the same formula, charge and spin is 7.6 kJ/mol. The calculation puts the HOMO-LUMO gap at 9.18 eV. For the electronic energy, the calculation gives -1378.4207 Eh. Its SMILES is CCSB(S)SCC.

Last column: natural (NBO) charge in e.
CARTESIAN COORDINATES (ANGSTROEM)
B 0.02398 -1.01311 -0.14254  0.08
C 3.34772 0.17013 -0.85638  -0.61
C -3.56566 0.47151 0.60155  -0.63
C 2.64016 0.56982 0.45292  -0.49
C -2.46024 0.57047 -0.44841  -0.51
S 1.05525 -2.40264 0.34080  -0.15
S 0.87121 0.95307 0.09463  -0.09
S -1.73796 -1.11108 -0.44631  0.05
H 3.31158 0.93529 -1.48461  0.21
H 4.25109 -0.36592 -0.64396  0.21
H 2.60314 -0.45449 -1.21065  0.21
H -4.50626 0.20294 0.10856  0.21
H -3.35003 -0.03104 1.55454  0.23
H -3.80397 1.43438 0.95603  0.22
H 3.01419 1.37909 0.97839  0.21
H 2.68285 -0.24534 1.25107  0.21
H -1.67597 1.14660 0.14882  0.24
H -2.63144 0.91261 -1.45718  0.24
H -0.06963 -3.12230 0.20273  0.16

Cartesian forces, eV/Å:
B 1.0 3.5 0.8
C -0.8 -1.9 4.4
C -1.4 0.4 -1.0
C -1.0 -2.5 0.3
C 2.4 -0.3 3.4
S -0.6 0.2 -0.4
S -0.8 -2.6 -0.2
S 0.5 -0.7 -0.7
H 0.8 3.5 -2.7
H 0.7 0.1 -0.4
H -0.8 -2.0 -1.3
H 0.1 -0.8 0.5
H 0.2 -0.6 -0.9
H -0.1 1.7 0.2
H 0.8 2.0 0.6
H -0.1 0.7 -1.2
H -0.7 -0.2 -1.6
H -0.4 0.2 0.1
H 0.3 -0.6 0.1